(1)
DFT (the ωB97M-V functional and the def2-TZVPD basis) results for a molecular structure, C71H70Cl3CsN7O2S4Se2Si.

Output
- Total charge: -1
- Max |F|: 2.95 eV/A
- ΔE to the lowest compared entry with this formula, charge and spin: 0.0 kJ/mol
- Energy: -309311.97219 eV

XYZ file:
```
161
Properties=species:S:1:pos:R:3:mulliken_charge:R:1
Cs 0.240 0.582 0.280 1.38
C -7.198 -0.529 1.121 -0.97
N -6.194 -1.386 1.713 0.22
C -6.147 -2.764 1.616 -0.61
C -5.111 -3.187 2.359 -0.37
N -4.516 -2.058 2.907 0.47
C -5.196 -0.923 2.524 -0.12
S -4.974 0.638 3.036 -0.37
C -3.316 -2.070 3.667 -0.19
C -3.274 -2.781 4.858 -0.27
C -2.098 -2.738 5.591 -1.15
C -1.031 -2.000 5.108 -0.25
C -1.172 -1.355 3.886 -0.71
N -2.295 -1.395 3.170 0.11
H -8.021 -0.358 1.818 0.30
H -7.570 -0.999 0.213 0.36
H -6.741 0.427 0.883 0.34
H -6.846 -3.318 1.016 0.46
H -4.717 -4.174 2.522 0.46
H -4.148 -3.308 5.217 0.53
H -2.028 -3.262 6.536 0.40
H -0.097 -1.929 5.651 0.57
H -0.343 -0.826 3.430 0.80
Cl 0.582 8.001 2.984 -0.29
C 0.479 6.275 2.716 0.44
C 1.297 5.675 1.773 -0.87
C 1.212 4.312 1.586 0.73
Cl 2.198 3.566 0.352 0.01
C 0.345 3.448 2.317 -1.71
O 0.319 2.189 2.154 -0.20
C -0.494 4.157 3.226 0.78
Cl -1.689 3.227 4.091 -0.19
C -0.431 5.520 3.436 -0.87
H 1.985 6.264 1.182 0.44
H -1.094 5.989 4.149 0.44
C -0.055 -3.737 -5.389 -1.10
Se 0.651 -2.940 -3.755 0.37
C 0.458 -1.088 -4.333 0.75
C 1.694 -0.524 -5.004 -0.67
Se 3.197 -0.260 -3.786 0.00
C 2.540 1.392 -2.989 -0.01
H -1.075 -3.394 -5.551 0.23
H -0.056 -4.818 -5.260 0.31
H 0.567 -3.479 -6.245 0.32
H 0.144 -0.500 -3.467 -0.62
H -0.380 -1.080 -5.032 0.10
H 1.468 0.448 -5.447 0.07
H 2.058 -1.181 -5.796 0.43
H 2.573 2.187 -3.732 0.45
H 3.202 1.647 -2.162 -0.03
H 1.521 1.285 -2.615 -0.32
N 1.944 -1.563 -0.458 -0.29
S 2.687 -2.658 0.112 0.63
N 4.098 -2.339 1.040 -0.12
S 4.424 -2.271 2.521 1.34
N 3.607 -1.581 3.615 0.04
S 2.575 -0.300 3.183 0.28
N 1.514 -0.616 2.262 0.83
C 2.169 0.199 4.856 0.30
C 2.818 -0.271 5.993 -0.25
C 2.380 0.156 7.238 -0.70
C 1.313 1.042 7.335 -0.94
C 0.674 1.500 6.193 -0.59
C 1.098 1.077 4.939 0.37
C 3.849 0.879 2.688 0.42
C 4.032 1.071 1.328 -0.19
C 5.128 1.804 0.891 -0.52
C 6.013 2.352 1.804 -0.95
C 5.806 2.175 3.167 -0.90
C 4.725 1.432 3.613 -0.72
C 6.078 -1.583 2.524 0.36
C 6.728 -1.506 3.749 -0.94
C 7.997 -0.959 3.804 -0.72
C 8.599 -0.485 2.643 -0.59
C 7.932 -0.554 1.431 -1.09
C 6.660 -1.109 1.364 -0.11
C 4.717 -3.886 3.228 0.39
C 4.013 -4.307 4.341 -0.13
C 4.229 -5.592 4.820 -0.79
C 5.136 -6.429 4.187 -0.59
C 5.833 -5.992 3.066 -0.66
C 5.624 -4.713 2.580 -0.91
C 3.500 -3.757 -1.064 0.26
C 2.706 -4.684 -1.721 -0.56
C 3.251 -5.450 -2.739 -0.89
C 4.574 -5.271 -3.114 -0.73
C 5.355 -4.321 -2.470 -0.76
C 4.819 -3.561 -1.441 -0.01
C 1.841 -3.869 1.162 0.16
C 0.621 -3.504 1.708 -0.65
C -0.050 -4.407 2.523 -0.41
C 0.487 -5.662 2.768 -0.81
C 1.701 -6.026 2.198 -1.14
C 2.384 -5.127 1.396 0.04
H 3.639 -0.968 5.899 0.32
H 2.873 -0.202 8.133 0.45
H 0.978 1.374 8.310 0.38
H -0.162 2.184 6.259 0.47
H 0.610 1.420 4.026 -0.58
H 3.340 0.658 0.603 0.58
H 5.269 1.965 -0.170 0.52
H 6.861 2.930 1.457 0.45
H 6.488 2.614 3.884 0.45
H 4.567 1.288 4.674 0.46
H 6.237 -1.866 4.646 0.32
H 8.515 -0.894 4.752 0.43
H 9.589 -0.050 2.690 0.39
H 8.393 -0.167 0.532 0.49
H 6.108 -1.158 0.436 0.65
H 3.300 -3.636 4.802 0.54
H 3.679 -5.940 5.685 0.46
H 5.299 -7.430 4.565 0.39
H 6.535 -6.649 2.570 0.45
H 6.145 -4.361 1.696 0.41
H 1.664 -4.797 -1.447 0.89
H 2.631 -6.172 -3.256 0.46
H 4.993 -5.861 -3.919 0.40
H 6.383 -4.165 -2.774 0.46
H 5.417 -2.815 -0.939 0.28
H 0.202 -2.529 1.501 0.38
H -1.002 -4.125 2.958 0.33
H -0.046 -6.365 3.396 0.43
H 2.119 -7.008 2.380 0.43
H 3.327 -5.407 0.946 0.67
C -3.293 -1.019 -3.695 -1.55
C -3.711 0.372 -3.207 3.03
C -4.923 0.867 -3.997 -1.94
C -4.113 0.246 -1.733 -2.37
Si -2.199 1.549 -3.229 -1.77
O -1.046 1.055 -2.283 0.42
C -1.568 1.830 -5.017 0.88
C -0.467 2.691 -5.119 -0.42
C 0.140 2.969 -6.335 -0.66
C -0.339 2.382 -7.500 -0.53
C -1.428 1.528 -7.431 -0.74
C -2.032 1.264 -6.204 0.06
C -2.836 3.272 -2.727 0.65
C -3.552 4.126 -3.568 -0.19
C -3.986 5.373 -3.136 -0.75
C -3.703 5.798 -1.844 -0.57
C -2.984 4.971 -0.992 -0.67
C -2.558 3.725 -1.435 -0.44
H -4.110 -1.739 -3.544 0.51
H -2.420 -1.381 -3.145 0.11
H -3.043 -1.028 -4.760 0.25
H -5.756 0.156 -3.896 0.49
H -4.714 0.977 -5.064 0.26
H -5.269 1.835 -3.627 0.39
H -4.944 -0.466 -1.636 0.57
H -4.437 1.204 -1.315 0.34
H -3.281 -0.114 -1.124 0.18
H -0.076 3.146 -4.214 0.27
H 0.992 3.640 -6.376 0.39
H 0.134 2.590 -8.453 0.34
H -1.812 1.065 -8.333 0.40
H -2.880 0.589 -6.186 0.04
H -3.765 3.819 -4.588 0.34
H -4.538 6.020 -3.809 0.38
H -4.036 6.772 -1.505 0.36
H -2.749 5.296 0.015 0.54
H -1.986 3.085 -0.772 0.49
```

(2)
DFT (the ωB97M-V functional and the def2-TZVPD basis) results for a molecular structure, C71H70Ge2HfO2S6Te.

Output
- Max |F|: 1.27 eV/A
- ΔE to the lowest compared entry with this formula, charge and spin: 31.1 kJ/mol
- Energy: -265509.47809 eV

XYZ file:
```
153
Properties=species:S:1:pos:R:3:mulliken_charge:R:1
Hf -0.994 -0.826 -0.754 0.46
C 0.883 -4.041 6.027 -1.56
C 0.467 -2.622 5.743 0.59
C -0.864 -2.300 5.508 -1.09
C -1.262 -0.997 5.235 1.32
C -2.724 -0.670 5.070 -1.44
C -0.284 0.005 5.160 0.23
C 1.048 -0.283 5.472 0.28
C 2.081 0.811 5.551 -0.98
C 1.404 -1.597 5.748 -0.85
C -0.711 1.394 4.821 -0.13
C -1.126 2.222 5.859 -0.30
C -1.666 3.466 5.594 -1.41
C -1.787 3.893 4.284 -0.16
C -1.334 3.114 3.221 -0.04
C -0.776 1.851 3.492 0.23
Ge -0.187 0.536 2.102 0.37
S -1.709 -0.966 1.660 -0.57
S 0.410 1.311 -0.041 -0.28
Ge 2.116 -0.342 0.157 0.60
S 1.271 -2.131 -0.702 -0.27
S 1.872 -0.341 2.406 -0.16
C 3.968 0.175 -0.413 0.92
C 4.679 -0.619 -1.343 -0.56
C 5.969 -0.251 -1.724 0.18
C 6.573 0.882 -1.221 -1.27
C 5.892 1.645 -0.295 0.19
C 4.608 1.299 0.129 -1.72
C 4.083 2.180 1.209 1.05
C 3.449 3.379 0.906 0.33
C 3.053 3.752 -0.502 -1.47
C 3.197 4.280 1.936 -0.45
C 3.536 4.008 3.251 0.63
C 3.253 4.988 4.360 -1.81
C 4.161 2.796 3.531 -0.35
C 4.461 1.890 2.531 0.42
C 5.214 0.627 2.859 -1.66
C 4.198 -1.881 -1.983 0.38
C 4.257 -3.089 -1.282 1.08
C 4.685 -3.128 0.162 -1.40
C 3.892 -4.262 -1.931 -1.10
C 3.471 -4.265 -3.253 0.55
C 3.091 -5.547 -3.945 -1.70
C 3.446 -3.057 -3.940 -0.67
C 3.823 -1.867 -3.331 0.92
C 3.859 -0.587 -4.129 -1.67
C -1.470 3.667 1.846 0.61
C -2.413 3.146 0.961 0.23
C -3.486 2.186 1.411 -0.99
C -2.437 3.614 -0.352 0.50
C -1.565 4.593 -0.795 0.27
C -1.573 5.045 -2.232 -1.34
C -0.715 5.184 0.137 -0.83
C -0.680 4.760 1.456 1.45
C 0.139 5.518 2.466 -1.90
H 0.084 -4.740 5.783 0.38
H 1.134 -4.167 7.082 0.32
H 1.764 -4.309 5.443 0.34
H -1.614 -3.083 5.540 0.35
H -3.334 -1.560 5.222 0.46
H -2.939 -0.283 4.079 0.13
H -3.035 0.091 5.790 0.33
H 1.896 1.595 4.815 0.00
H 3.079 0.409 5.375 0.32
H 2.068 1.273 6.542 0.43
H 2.445 -1.829 5.951 0.44
H -1.046 1.863 6.879 0.56
H -2.010 4.096 6.405 0.42
H -2.251 4.848 4.068 0.53
H 6.495 -0.885 -2.429 0.57
H 7.570 1.162 -1.538 0.41
H 6.355 2.524 0.138 0.55
H 3.390 3.014 -1.228 0.17
H 3.476 4.721 -0.775 0.61
H 1.966 3.835 -0.575 -0.15
H 2.752 5.232 1.683 0.59
H 3.030 5.979 3.968 0.36
H 4.109 5.067 5.032 0.50
H 2.398 4.660 4.958 0.25
H 4.447 2.573 4.554 0.39
H 5.432 0.575 3.925 0.44
H 6.157 0.579 2.310 0.41
H 4.636 -0.257 2.585 0.18
H 5.627 -2.595 0.310 0.31
H 4.805 -4.156 0.502 0.50
H 3.936 -2.655 0.802 0.16
H 3.921 -5.196 -1.381 0.34
H 2.977 -6.361 -3.230 0.36
H 3.858 -5.836 -4.667 0.35
H 2.152 -5.439 -4.490 0.34
H 3.132 -3.040 -4.980 0.41
H 3.276 -0.683 -5.046 0.40
H 4.884 -0.334 -4.408 0.48
H 3.471 0.251 -3.546 0.04
H -3.298 1.790 2.407 0.11
H -3.592 1.350 0.720 -0.32
H -4.443 2.713 1.431 0.50
H -3.166 3.203 -1.038 -0.04
H -2.098 4.325 -2.860 0.00
H -0.555 5.160 -2.609 0.39
H -2.074 6.011 -2.334 0.32
H -0.066 5.999 -0.172 0.35
H -0.515 6.112 3.109 0.39
H 0.812 6.213 1.970 0.45
H 0.712 4.853 3.109 0.16
C -6.376 -10.776 -1.838 -1.03
C -5.667 -9.457 -1.669 0.71
O -4.586 -9.330 -1.168 -0.52
S -6.633 -8.082 -2.303 -0.24
C -5.498 -6.738 -2.070 0.08
C -5.234 -6.255 -0.794 -0.41
C -4.299 -5.251 -0.621 -0.52
C -3.629 -4.709 -1.722 0.33
C -3.928 -5.181 -3.001 -0.60
C -4.854 -6.195 -3.174 -0.45
C -2.668 -3.668 -1.526 0.44
C -1.847 -2.784 -1.357 -1.06
H -6.406 -11.291 -0.879 0.29
H -5.800 -11.392 -2.529 0.28
H -7.384 -10.645 -2.228 0.36
H -5.759 -6.669 0.056 0.42
H -4.074 -4.874 0.368 0.52
H -3.425 -4.751 -3.857 0.44
H -5.082 -6.570 -4.163 0.42
C -0.674 -1.914 -4.631 -1.43
S 0.388 -0.591 -4.063 1.02
O -0.136 -0.269 -2.681 0.74
C -0.196 0.791 -5.034 0.18
C 0.630 1.908 -4.985 -0.49
C 0.237 3.078 -5.615 -0.70
C -0.975 3.122 -6.291 -0.46
C -1.789 1.999 -6.341 -0.76
C -1.405 0.824 -5.710 -0.16
H -1.700 -1.685 -4.339 0.25
H -0.334 -2.805 -4.106 0.35
H -0.559 -2.032 -5.708 0.68
H 1.568 1.862 -4.444 0.30
H 0.878 3.949 -5.581 0.45
H -1.286 4.036 -6.781 0.40
H -2.736 2.038 -6.864 0.40
H -2.057 -0.038 -5.745 0.34
Te -3.405 -0.184 -2.080 -0.27
C -4.427 1.676 -2.289 -0.80
C -5.490 1.988 -1.448 -0.12
C -6.233 3.144 -1.652 -0.68
C -5.923 4.000 -2.700 -0.63
C -4.862 3.695 -3.541 -0.13
C -4.120 2.540 -3.336 0.17
H -5.741 1.323 -0.631 0.50
H -7.056 3.378 -0.988 0.42
H -6.511 4.895 -2.865 0.38
H -4.606 4.362 -4.356 0.40
H -3.288 2.311 -3.991 0.18
```